Record 1
25
Properties=species:S:1:pos:R:3:forces:R:3:lowdin_charge:R:1 method="wB97M-V/def2-TZVPD" smiles=CCCCCNC.O e_tot_ha=-368.73978 homo_energy_ev=-8.90 charge=0 orbital_gap_ev=9.61
C -1.237 -0.532 -2.457 0.209 0.377 -0.777 -0.137
C -0.474 -0.950 -1.191 -1.988 0.980 0.724 -0.250
C -0.789 -0.012 0.065 -1.740 1.315 -5.307 -0.179
C -0.301 1.444 -0.160 0.239 -0.700 1.993 -0.172
C 1.149 1.658 0.408 0.458 -0.562 -1.049 -0.252
N 1.350 1.428 1.843 1.758 0.179 1.153 -0.143
C 1.032 2.580 2.697 -2.711 1.556 -1.009 -0.164
H -0.917 -1.218 -3.301 -0.376 1.047 0.688 0.081
H -1.148 0.579 -2.766 0.018 -1.889 0.428 0.085
H -2.289 -0.756 -2.252 -0.016 0.302 -0.317 0.062
H -0.874 -1.952 -0.991 0.364 0.028 0.312 0.093
H 0.553 -1.040 -1.406 1.433 0.016 0.018 0.075
H -1.884 -0.011 0.154 0.052 0.071 -0.133 0.107
H -0.479 -0.483 0.881 1.857 -1.439 3.679 0.043
H -0.956 2.153 0.372 0.149 -0.308 0.242 0.101
H -0.470 1.765 -1.188 0.744 -0.225 -0.139 0.087
H 1.410 2.670 0.125 0.351 0.569 0.011 0.087
H 1.920 0.998 -0.082 -1.030 0.442 0.098 0.124
H 2.363 1.190 2.029 -1.659 0.247 -0.639 0.119
H -0.094 2.563 2.844 0.972 0.233 -0.374 0.078
H 1.334 2.614 3.742 0.884 -0.625 -0.248 0.060
H 1.237 3.622 2.218 0.027 -1.622 0.645 0.095
H -0.270 -6.597 -1.047 -0.508 -1.452 -1.910 -0.005
H -0.173 -5.377 -0.335 0.414 -0.673 0.862 0.052
O 0.008 -6.337 -0.201 0.096 2.132 1.048 -0.048

=====

Record 2
58
Properties=species:S:1:pos:R:3:forces:R:3:lowdin_charge:R:1 method="wB97M-V/def2-TZVPD" smiles="COCCOCC(=O)NC[C@@]1(OC)CCN(C(=O)CCCn2c(O)nnc2O)C1" e_tot_ha=-1465.65645 homo_energy_ev=-8.18 charge=0 orbital_gap_ev=8.65
C -3.027 5.803 -4.521 -0.004 -0.003 0.001 -0.082
O -2.782 5.070 -3.331 0.003 0.006 0.003 -0.228
C -3.534 3.868 -3.272 -0.006 -0.005 0.002 -0.187
C -2.888 2.892 -2.325 0.219 0.001 -0.029 -0.181
O -2.719 3.505 -1.055 -0.299 -0.066 -0.013 -0.103
C -2.568 2.616 0.013 0.066 0.213 0.170 -0.128
C -1.110 2.445 0.424 0.020 -0.152 -0.128 -0.434
O -0.233 2.236 -0.394 0.000 0.001 0.000 0.072
N -0.895 2.462 1.763 -0.004 -0.002 0.001 0.095
C 0.364 2.100 2.373 0.003 0.003 0.000 -0.094
C 1.208 3.303 2.819 0.002 -0.001 0.000 -0.455
O 0.413 4.281 3.466 -0.001 0.001 -0.001 -0.121
C -0.121 3.893 4.714 0.001 0.000 -0.001 -0.087
C 2.408 2.825 3.646 -0.001 -0.004 0.001 -0.088
C 3.403 2.348 2.596 0.000 0.001 -0.001 -0.118
N 3.092 3.183 1.438 0.000 -0.001 0.000 -0.021
C 3.912 3.148 0.359 -0.001 0.003 -0.001 -0.461
O 4.876 2.398 0.331 0.000 -0.002 0.001 0.058
C 3.586 4.056 -0.806 0.001 -0.001 0.001 -0.101
C 2.704 3.348 -1.834 0.005 0.000 0.001 -0.145
C 2.606 4.182 -3.105 0.001 -0.001 -0.002 -0.113
N 1.541 3.735 -3.982 -0.006 -0.005 0.006 0.071
C 0.216 4.053 -3.881 0.005 -0.003 -0.009 -0.443
O -0.167 4.914 -2.947 -0.005 0.006 0.006 0.109
N -0.503 3.434 -4.764 0.003 0.002 -0.001 0.086
N 0.386 2.635 -5.505 -0.007 -0.003 0.005 0.074
C 1.556 2.840 -5.009 0.006 0.005 -0.005 -0.453
O 2.718 2.292 -5.397 0.001 -0.001 0.001 0.106
C 1.881 3.976 1.618 -0.001 0.001 0.002 -0.045
H -2.447 6.721 -4.461 0.003 -0.001 0.000 0.095
H -2.710 5.225 -5.393 0.000 0.002 -0.001 0.088
H -4.088 6.054 -4.604 0.000 0.000 -0.002 0.092
H -4.555 4.107 -2.951 0.001 0.002 -0.002 0.133
H -3.566 3.400 -4.262 0.000 0.000 0.000 0.130
H -3.544 2.017 -2.243 -0.001 0.000 -0.001 0.131
H -1.923 2.565 -2.720 -0.001 0.000 0.001 0.116
H -3.155 3.001 0.852 0.000 0.001 0.000 0.126
H -2.949 1.616 -0.229 0.000 0.000 -0.001 0.136
H -1.633 2.797 2.357 0.001 0.001 0.000 0.133
H 0.165 1.449 3.228 -0.002 -0.001 0.000 0.129
H 0.929 1.521 1.641 0.001 0.002 -0.001 0.139
H -0.701 4.736 5.081 0.000 0.000 0.001 0.095
H -0.783 3.022 4.635 0.000 0.000 0.000 0.085
H 0.664 3.663 5.440 -0.001 0.000 0.001 0.089
H 2.807 3.682 4.192 0.000 0.001 0.000 0.134
H 2.157 2.044 4.364 0.000 0.000 0.000 0.121
H 4.442 2.480 2.894 0.000 0.000 -0.001 0.126
H 3.275 1.291 2.348 0.000 0.000 0.001 0.129
H 3.102 4.977 -0.474 0.000 0.000 0.001 0.116
H 4.545 4.318 -1.254 -0.001 0.001 -0.001 0.127
H 3.126 2.368 -2.069 -0.001 0.000 -0.001 0.132
H 1.702 3.183 -1.433 -0.001 0.002 0.000 0.093
H 2.395 5.224 -2.858 -0.002 0.000 0.000 0.131
H 3.539 4.152 -3.668 0.000 0.002 0.001 0.134
H -1.155 4.984 -2.987 0.002 -0.003 -0.001 0.076
H 2.512 1.697 -6.130 -0.001 0.001 0.000 0.120
H 1.248 3.953 0.732 -0.001 0.000 0.000 0.121
H 2.101 5.015 1.880 0.000 0.000 -0.001 0.141

=====

Record 3
22
Properties=species:S:1:pos:R:3:forces:R:3:lowdin_charge:R:1 method="wB97M-V/def2-TZVPD" e_tot_ha=-441.36673 homo_energy_ev="-7.08 / -7.08" charge=0 orbital_gap_ev="7.25 / 7.25"
C -0.970 -1.022 0.750 2.516 0.666 -0.055 -0.096
C -2.545 1.373 -0.021 -1.529 1.012 4.635 -0.116
C 3.990 -0.387 0.044 -0.140 -4.275 -2.330 -0.096
C -2.012 -0.924 -0.280 -3.029 -0.964 2.153 -0.204
C -3.214 -0.027 0.137 0.871 1.157 0.176 -0.191
C 2.927 0.274 -0.843 -0.444 1.409 1.064 -0.204
N 1.493 0.061 1.060 -0.209 -0.763 0.944 0.014
O 0.053 -0.317 0.455 -1.988 -1.722 0.217 -0.063
O 1.955 0.816 0.110 -0.145 1.798 0.272 -0.261
H -1.029 -1.725 1.639 0.271 1.057 -0.848 0.161
H -3.044 2.213 0.569 0.304 -1.199 -0.148 0.095
H -1.511 1.433 0.302 0.067 -0.209 -0.281 0.067
H -2.698 1.762 -0.943 0.067 0.576 -3.326 0.030
H 4.810 -1.040 -0.499 -1.661 1.491 0.782 0.110
H 4.425 0.365 0.538 2.090 2.752 1.927 0.009
H 3.548 -1.075 0.852 0.174 1.051 -1.581 0.088
H -2.443 -1.850 -0.531 -0.069 -1.676 -0.289 0.104
H -1.609 -0.488 -1.085 1.684 1.246 -3.149 0.075
H -3.410 -0.382 1.199 -0.606 1.056 -1.259 0.119
H -4.117 0.035 -0.581 1.344 -1.032 1.397 0.134
H 2.330 -0.354 -1.428 -0.402 -1.458 -1.264 0.074
H 3.072 1.259 -1.444 0.837 -1.970 0.962 0.150

=====

Record 4
14
Properties=species:S:1:pos:R:3:forces:R:3:lowdin_charge:R:1 method="wB97M-V/def2-TZVPD" smiles="N[C@@H]1C=NN=CC1" e_tot_ha=-320.76569 homo_energy_ev=-9.20 charge=0 orbital_gap_ev=9.80
C 0.204 1.076 0.180 -2.873 -1.656 1.374 -0.489
C -0.913 0.636 -0.692 0.360 -1.918 -1.932 -0.151
C -0.909 -0.816 -1.090 2.369 0.308 5.729 -0.105
C 0.294 0.003 1.268 1.671 2.929 0.223 -0.159
H 1.955 0.416 -0.550 0.076 0.516 0.282 0.088
H 1.905 1.964 0.392 -0.481 -2.582 -3.292 0.170
H -0.207 2.018 0.546 0.523 0.037 0.557 0.142
H -0.799 1.113 -1.593 -0.174 1.872 -2.234 0.089
H -1.837 0.857 -0.277 -1.871 0.631 0.881 0.104
H -1.099 -1.321 -1.953 -0.923 -0.529 -2.784 0.076
H 0.920 0.410 2.112 -0.967 -1.103 -0.016 0.121
N 1.435 1.292 -0.434 3.108 3.003 2.153 0.045
N -0.430 -1.638 -0.219 -0.112 -0.326 0.217 0.028
N 0.010 -1.204 1.128 -0.706 -1.181 -1.160 0.042